Computed, not measured: the molecule C3H5Cl2NS, with ωB97M-V with the def2-TZVPD basis set.

The calculation puts the HOMO energy (spin up / spin down) at -0.308 / -0.304 Ha. As for the frontier orbital gap (spin up / spin down): 7.9428 / 7.7892 eV. For the energy above the lowest of the compared OMol25 structures with the same formula, charge and spin, the calculation gives 273.6 kJ/mol. Its charge is 0. The spin multiplicity is 1. The calculated total energy comes out at -1490.533140 a.u. The calculation puts the strongest force on any atom at 1.20 eV Å⁻¹. Its LUMO energy (spin up / spin down) is -0.427 / -0.485 eV.

Cartesian coordinates (Å):
C -0.454 0.993 0.142
C 0.941 0.361 0.375
C 1.294 -0.732 -0.499
N -2.104 -0.934 -0.451
S -1.795 -0.026 0.806
Cl 2.114 1.762 0.107
Cl 1.589 -2.266 0.147
H -0.502 1.943 0.670
H -0.634 1.125 -0.922
H 1.072 0.097 1.427
H 1.240 -0.652 -1.569
H -2.761 -1.672 -0.232

Cartesian forces (eV/Å) of the 2 atoms listed first:
0.1236 -0.4485 0.3524
-0.3229 1.0161 0.5547

Mulliken atomic charge list, values in e, 2 entries: number 1, C, carries -0.8027; number 2, C, carries 0.0782